No. 1
The following is a quantum chemistry calculation of a structure of composition C51H35Br2Cl3N4O6P2PbTe, from the OMol25 dataset.

```
105
Properties=species:S:1:pos:R:3
C -0.9903 2.4297 1.9683
C -3.9587 -0.6537 -3.9078
C -4.0025 -5.0886 1.3462
C -1.1887 2.3063 4.7271
Cl -1.4432 -0.6364 -4.8981
C -2.2735 -6.3823 0.0651
H -3.0399 3.3739 4.4961
C -3.6919 -0.3224 -6.3451
C 2.9974 2.6245 3.3985
C 3.8581 0.4395 2.9444
H -1.2735 2.2323 5.8052
C 0.0633 3.2446 -4.1119
C 5.0463 0.7639 3.5851
H -0.8294 3.7196 -4.5001
C 5.2139 2.0284 4.1333
H -4.5639 0.7266 4.0157
C -5.0649 -0.2485 -6.4977
C -4.6293 -3.8908 1.5496
C -3.8919 0.4421 1.9116
H 3.2278 1.5205 -2.7298
H 6.7273 1.9059 -0.5261
H -3.0315 -0.2266 -7.1959
C 4.4789 4.9311 -0.8554
H 1.0222 -2.0884 2.9699
C -2.7882 -0.3070 2.6015
H 1.3834 4.2246 -5.4898
H 6.1402 2.2901 4.6313
C -3.1674 -0.5247 -5.0839
H 0.3646 -2.3040 1.3542
C 4.7284 2.6398 -0.2878
H 4.9825 -2.1875 -0.4260
P 1.3502 0.8691 1.8259
Te 1.8435 3.6398 0.0854
O -4.3953 0.5231 5.0388
C 4.1831 2.9541 4.0416
C -0.9597 -5.1997 -1.5724
C 4.1465 -1.9626 -1.0793
H 4.3142 1.6935 0.0444
C 1.7051 1.5775 0.2439
H -6.9777 -0.3299 -5.5235
H 3.4132 3.1171 -4.5974
H -0.9413 2.4467 0.8838
C -1.4793 -3.9435 -1.2303
C 1.9922 -1.3864 -2.7218
C 5.8313 4.9508 -1.1552
H -4.3118 -5.9740 1.8858
C -2.6302 -0.5938 3.9301
C 2.3375 1.9985 -3.1228
C 1.3025 3.5233 -4.6674
H 0.6548 1.2188 4.6602
Cl -5.7494 0.0149 -8.0919
C -5.9042 -0.3798 -5.4059
C 0.1400 -2.4079 2.4140
H 3.8873 5.8308 -0.9867
O -2.9342 -0.6581 6.2441
H 5.8387 0.0282 3.6595
H 6.2929 5.8681 -1.5119
C -0.0355 2.3452 -3.0584
C 0.0181 1.7957 2.6894
C 3.8982 3.7473 -0.4062
C 1.0967 1.7166 -2.5523
C -2.0774 3.0067 2.6125
H -4.6608 -1.7954 0.9732
H 4.6996 -3.4178 -2.5606
C -2.1786 2.9504 3.9945
Cl -6.4201 -0.7500 -2.7888
N -1.7743 -0.8949 1.8878
N -1.5179 -1.3942 4.0005
C 3.2377 -0.9744 -0.7192
C 2.4411 2.8973 -4.1720
C -2.9447 -5.1862 0.4148
C -5.3563 -0.5795 -4.1541
H -1.0070 2.1269 -2.6293
O -4.7661 0.9730 2.6537
C 2.9073 -2.3579 -3.0935
C -1.3239 -6.3807 -0.9189
Br 0.2963 -5.3015 -2.9841
C 6.0692 2.7659 -0.6147
H 3.3805 -0.4048 0.1901
O -3.4636 -0.8344 -2.7473
C -2.5555 -3.9941 -0.2388
C 2.1575 -0.6658 -1.5386
H -0.8381 -7.3044 -1.2018
N 6.6386 3.8948 -1.0447
H 3.7292 -0.5525 2.5233
Pb -2.0484 -0.7867 -0.8404
H -0.0636 -3.4589 2.6338
C 2.8190 1.3648 2.8266
C -1.0378 -1.5636 2.7490
C 3.9901 -2.6505 -2.2732
H 2.7667 -2.8993 -4.0209
Br -2.6893 -8.0201 0.9468
H -1.1591 -1.7534 4.8692
O -1.1318 -2.8344 -1.7356
H 1.1295 -1.1959 -3.3518
C -3.3450 -0.2366 5.1752
P 0.9223 0.6369 -1.0865
C -0.1045 1.7327 4.0788
C -4.1863 -2.7629 0.8385
H 4.3058 3.9451 4.4634
N -3.1820 -2.8170 -0.0006
H 2.2029 3.3568 3.3303
H -5.4488 -3.7964 2.2493
H -2.8636 3.4677 2.0273
O -3.8822 0.4394 0.6652
```

The maximum force is 0.66 eV/A. Its energy above the lowest of the compared OMol25 structures with the same formula, charge and spin is 0.00 kJ/mol. Its total charge is -2. The HOMO energy comes out at -2.4 eV. The multiplicity is 1. The calculation puts the frontier orbital gap at 5.9 eV.

---

No. 2
The following is a quantum chemistry calculation of a structure of composition C51H36CrI2N4O7P2S3, from the OMol25 dataset.

```
106
Properties=species:S:1:pos:R:3
H -0.2140 -2.7007 5.1778
C 2.8057 -4.3124 2.6735
I 2.1232 4.0070 3.2352
C -1.3847 -3.8602 1.2627
H 1.4107 4.2012 -3.9809
H -5.4525 2.5324 -2.3921
H -3.7422 -6.1505 2.0615
C -5.3284 1.0452 0.6446
H -5.9765 0.6329 1.4061
C -2.0183 4.1457 1.3236
C -3.2170 -4.4493 3.2571
I 1.8266 1.3399 1.6022
H -6.4782 -1.7404 4.1594
C -0.6621 2.0669 -2.3729
C -3.9556 1.0103 0.8116
O 1.5357 -1.7041 0.0771
H -0.0801 2.2752 -4.4189
H -7.2206 -2.2542 -0.6997
C 2.2843 -2.0484 -2.1502
H -3.0243 2.5341 -2.0682
N 4.5166 -5.0133 -2.4650
N -4.7393 -2.7368 0.0638
C -0.2288 0.3351 6.6241
C -0.7577 0.5198 4.2906
C -5.8709 1.5872 -0.5123
H -4.6183 -2.4478 2.6687
C -2.8201 -2.1895 -0.8092
H 3.0013 -5.3274 2.3545
H -2.1005 2.9759 4.9828
C -2.0161 3.2997 3.9621
H -0.0187 -1.6602 7.3988
H -0.0268 0.8159 7.5717
H -1.2876 1.2031 -2.5669
C -7.8996 -1.6002 2.5579
C 0.0283 2.6625 -3.4148
C -4.7476 -3.7234 -0.8624
C -0.3541 -1.6318 5.2853
P -1.3437 1.6610 0.2823
H 1.3582 -0.9352 -3.7432
H -6.9438 1.6047 -0.6482
H -2.7835 6.0041 2.0624
C 3.8003 -3.5705 3.2901
H 2.0908 -0.7064 3.8220
C 1.2794 -2.4582 2.8625
C -7.0728 -2.1409 0.3648
C 0.8668 3.7402 -3.1672
H 4.7799 -4.0010 3.4483
S -5.8732 -4.9079 -1.0923
C 3.6400 -3.8780 -2.8195
O 1.5673 -1.3194 -6.1044
C 1.0188 4.2166 -1.8735
C 2.2820 -1.7183 3.4898
Cr 0.0991 -0.3160 0.4561
C 3.3839 -3.6390 -4.1569
C 2.0002 -1.7629 -3.4790
H -3.9366 -4.6714 4.0339
O -1.0673 1.1808 3.1387
P -0.3247 -1.6334 2.5175
H -9.0841 -1.5433 0.7700
H -0.6830 -3.6231 0.4692
C -3.6595 2.0968 -1.3104
H 0.7924 -4.3582 1.9724
C 3.1046 -3.1131 -1.8031
O 4.7047 -5.2175 -1.2858
H -2.8246 5.2177 4.4135
C -5.0357 2.1062 -1.4893
C -1.5547 2.8710 1.6302
O 4.9781 -5.6622 -3.3764
C 3.5334 -2.2716 3.7017
C -3.1075 -5.2803 2.1528
H 3.8066 -4.2570 -4.9340
C -1.4854 -3.0246 2.3750
C 1.5516 -3.7583 2.4570
O 1.1621 -0.0970 -1.3391
S -3.2900 -3.5446 -1.7985
C -2.4555 4.5721 3.6279
C -2.4382 5.0126 2.3158
C -5.8294 -2.3996 0.9182
H -2.5208 -2.6776 4.2295
C -0.4828 1.1244 5.5157
C -1.5303 2.4633 2.9648
S -1.3374 -1.3793 -1.2110
C -2.1904 -4.9822 1.1553
C -0.5332 2.5582 -1.0745
H 3.3125 -3.3416 -0.7671
H -2.1101 -5.6185 0.2848
C -8.1096 -1.7444 1.1928
N 2.2574 -2.2862 -5.8696
C -6.6469 -1.8558 3.0973
H -3.5388 0.5638 1.7087
H -2.0717 4.4537 0.2866
C -0.6114 -0.8643 4.1481
O 2.7222 -3.0399 -6.6953
C -2.4149 -3.3225 3.3677
C 2.5568 -2.5718 -4.4506
C -5.6064 -2.2616 2.2758
C -3.1097 1.5335 -0.1640
H -0.4119 2.1942 5.6016
H 0.4735 3.9912 0.1805
H 4.2994 -1.6827 4.1879
N -3.6537 -1.9031 0.1213
H 1.6861 5.0425 -1.6706
C 0.3255 3.6271 -0.8283
C 1.6612 -1.2252 -1.0907
C -0.2107 -1.0492 6.5290
H -8.7116 -1.2883 3.2002
```

The expectation value of S² is 6.10. The maximum force is 0.58 eV/A. The HOMO energy (spin up / spin down) comes out at -7.8 / -7.9 eV. The multiplicity is 5. The calculation puts the frontier orbital gap (spin up / spin down) at 6.7 / 5.7 eV.

---

No. 3
The following is a quantum chemistry calculation of a structure of composition C51H37BrCoF4NO2P, from the OMol25 dataset.

```
98
Properties=species:S:1:pos:R:3
C 1.1530 1.5398 2.3690
C 0.4136 -5.3821 0.5467
C -1.6859 3.1218 4.4210
C -0.0373 1.7586 3.2978
H 5.7799 0.8603 5.0938
C 3.4840 0.5957 2.6133
C -1.1870 4.6535 -0.5263
C -3.6236 0.6428 -0.3476
H -0.0631 -0.3219 3.8208
F 7.1560 -0.0393 0.1527
C -1.5955 0.7630 4.8573
C -3.1234 -0.8947 -2.3073
F 3.7475 -3.1532 0.0583
P 1.5071 -1.2927 -1.2401
C -4.2089 -2.8389 -4.0027
C -5.5418 1.7412 1.3762
C 3.2908 -1.0230 -0.9041
Br 2.8774 1.5522 -2.1516
H 0.8091 -2.1333 1.3966
H 0.1836 -6.3425 0.9933
C -4.0947 -1.5240 -4.4283
C 1.0984 -1.7811 -5.7823
H -4.4291 -1.2422 -5.4213
C -3.2405 -2.2199 -1.8865
C -2.5434 0.1196 -1.3192
H -1.0132 -1.9129 -5.3738
C 1.4018 -1.4547 -3.0400
C -4.9510 0.7756 -0.7518
C 3.8181 1.7335 5.1163
C -0.5319 0.6442 3.9769
C 3.8459 0.2376 -1.2096
C -3.2758 1.0588 0.9373
C -1.3042 2.3576 -1.1783
Co -0.0082 -0.0400 0.1759
H -1.9636 -0.1130 5.3801
C 0.6739 -5.2953 -0.8152
C -0.1355 4.3276 0.3052
H 5.4818 -0.1576 2.8562
H 0.6306 -6.1847 -1.4331
H -5.2567 0.4434 -1.7365
H 0.2375 -4.3095 2.4002
O 0.9216 0.3775 1.5851
C -0.6210 2.9973 3.5305
C 5.4219 -1.5926 0.1026
C 5.1389 0.5617 -0.8624
C 2.4431 1.3349 3.1753
H 3.2411 -1.6537 -5.8723
C 2.3657 -1.6365 -5.2336
H -2.8985 -2.4922 -0.8942
C 2.5217 -1.4724 -3.8637
C 1.4117 2.6785 1.3665
H -6.2859 2.1634 2.0433
C -3.5531 -0.5563 -3.5861
H 3.3437 0.1388 1.6395
H -1.1286 0.9079 -2.7309
H -3.8632 -4.2104 -2.3818
H 3.5171 -1.3671 -3.4467
H -0.2395 3.8910 3.0511
H -0.7353 -1.6631 -2.9407
H 3.9416 2.1774 6.0978
C 0.7598 -3.0193 0.7662
H -2.2621 0.9495 1.2983
C 0.2830 3.0075 0.4111
H 1.7022 3.5749 1.9100
C -1.7877 3.6504 -1.2616
H 1.8188 2.4745 4.8889
C 5.9267 -0.3500 -0.1915
H -2.6271 3.8623 -1.9110
C 0.4484 -4.2432 1.3392
H 2.2782 2.3573 0.7891
H -3.0079 2.1047 5.7734
H -4.6338 -3.5888 -4.6597
C 0.9927 -4.0723 -1.3922
C 4.6795 0.4244 3.2990
H 0.9841 -1.9021 -6.8540
H -6.9303 1.4138 -0.2294
C -1.9052 1.3064 -2.0692
C -5.9013 1.3240 0.1029
H -2.1253 4.0988 4.5970
C -4.2257 1.6026 1.7935
O -1.4882 -0.5218 -0.6196
C 2.6185 1.9011 4.4324
H 0.3675 5.0895 0.8877
H -2.6652 1.7848 -2.6792
C -2.1785 2.0072 5.0819
C 0.1313 -1.6200 -3.5894
C 1.0483 -2.9305 -0.5984
N -0.2812 2.0427 -0.3520
C 4.1262 -1.9223 -0.2524
H -3.4750 0.4618 -3.9517
H -1.5372 5.6772 -0.5992
F 6.1805 -2.4771 0.7217
F 5.6513 1.7448 -1.1536
C -0.0207 -1.7819 -4.9587
C -3.7773 -3.1849 -2.7264
H -3.9300 1.9147 2.7884
C 4.8490 0.9953 4.5546
H 1.1946 -4.0107 -2.4544
```

The expectation value of S² is 6.02. The maximum force is 0.91 eV/A. Its energy above the lowest of the compared OMol25 structures with the same formula, charge and spin is 0.00 kJ/mol. Its total charge is +1. The HOMO energy (spin up / spin down) comes out at -11.3 / -11.4 eV. The multiplicity is 5. The calculation puts the frontier orbital gap (spin up / spin down) at 9.0 / 7.3 eV.

---

No. 4
The following is a quantum chemistry calculation of a structure of composition C51H38BiBrF6N8O7S in a non-equilibrium geometry, from the OMol25 dataset.

```
113
Properties=species:S:1:pos:R:3
H 3.5096 3.9714 1.9058
F 2.3364 0.5702 5.7855
C -2.6575 2.3526 -0.6003
H 0.9438 7.3724 2.3286
C 2.7673 -2.9189 -1.0483
N -1.1138 1.9959 2.3428
C 1.4375 3.5046 2.0784
H -2.2975 -2.5197 3.3553
C -2.0465 -1.9963 -0.7373
N 1.4890 2.4490 -0.5977
C -1.0009 3.2582 2.5735
C 1.4392 4.1426 -2.2840
C 1.0787 6.3021 2.2741
H -1.1343 3.9383 -2.0018
F -0.3306 -0.5886 4.8106
C -0.9399 -0.9982 -2.5458
H -5.5291 3.9322 -1.5296
C -4.5584 -0.0113 3.5110
O 1.5982 -0.5070 2.4132
Br -7.2969 1.7434 -0.6856
O 5.9543 -1.7280 -6.3750
H -0.2624 1.0159 -2.3482
H -0.9887 5.8641 2.5292
H 3.0037 -2.4094 3.5889
H -0.7245 -2.8431 0.7137
C 3.1710 -1.3920 3.9318
C 2.8067 4.0779 -2.4040
H -3.7967 1.6507 3.0857
N 4.6141 -3.0936 -4.2174
H 3.2105 6.4208 2.0509
H 3.2872 1.7166 -0.0310
H -1.5392 -2.9926 -3.1090
C 0.7879 3.2985 -1.3611
C 2.3513 -0.4469 -2.0707
C 2.7991 2.4148 -0.6946
H -3.1147 4.2829 -1.4694
O -1.2755 -0.6344 2.1197
H 4.5906 3.1186 -1.6587
C 2.5272 4.4037 2.0260
H 3.4903 -1.3965 4.9707
C -0.1108 0.3517 -4.3811
C 4.0513 -3.5889 -3.1154
Bi 0.3127 0.7511 1.0256
F 1.1966 -1.7676 5.7323
H -6.5845 -0.2230 4.1191
C -3.2491 -2.0412 3.5220
C 5.4419 -3.8503 -4.9039
C -5.6544 -0.7466 3.9608
H -5.3621 -2.7545 -0.9815
C -4.8790 3.1686 -1.1253
C 3.2342 -2.6487 -2.3349
C 0.0018 5.4550 2.3763
C 2.0769 0.7726 4.4627
H 5.5126 -6.6183 -3.2506
C -5.5461 -2.1031 4.1912
C -4.0352 -3.5477 0.4999
O 1.6858 2.2358 1.9934
C 2.3532 5.7625 2.1122
H 0.8540 4.8029 -2.9080
H 3.3241 4.6865 -3.1330
H -3.6129 -1.4134 -2.0878
C -1.7429 -2.8202 0.3599
H -4.8032 -4.1286 0.9935
C -3.3703 -2.0244 -1.2278
H 2.9108 -3.8847 -0.5865
C 2.1328 -1.9074 -0.3457
F 3.1400 1.4452 4.0202
H -0.0406 -0.5948 -6.3130
C 1.8686 -0.5818 3.7275
C -3.2394 1.1667 -0.1286
N -1.1246 -1.1432 -1.2318
C -4.3470 -2.7667 -0.6019
H -2.4637 -4.2418 1.7706
O 7.4749 -3.6319 -6.5486
H 2.1792 0.5549 -2.4347
H 1.7886 -2.0431 0.6693
H 3.9336 -0.9322 3.3116
H -6.4050 -2.6591 4.5434
H 3.8468 -5.3527 -1.8595
C -1.1521 -2.0490 -3.4747
H -0.9675 -2.7203 -5.4893
C -4.3383 -2.7506 3.9857
H 3.3437 -1.1504 -3.8563
N 5.7889 -5.0875 -4.5774
H -5.0307 0.0586 0.2256
C 3.5176 3.2026 -1.5828
C 4.3108 -4.9032 -2.7234
H -1.8275 3.7463 3.0944
C -5.4135 1.9897 -0.6357
O -4.7030 1.3111 3.3209
H 0.2903 1.2902 -4.7416
C 0.1437 4.0631 2.2868
C -0.4086 0.2092 -3.0468
H -2.5865 0.3726 0.1867
C -2.1767 0.0280 2.7010
N 1.9466 -0.6941 -0.8352
N -1.2923 2.4424 -0.5442
S 6.0936 -3.1724 -6.4787
H -4.2561 -3.8093 4.1718
C 5.2182 -5.6037 -3.5036
F 0.3396 -2.4170 3.8897
C -3.5138 3.3517 -1.0983
C -0.6337 3.2719 -1.2929
C -0.8255 -1.8960 -4.8010
C -4.6044 0.9824 -0.1369
C 0.7500 -1.3223 4.5293
C 2.9937 -1.3799 -2.8623
C -3.3435 -0.6764 3.2715
C -0.3035 -0.6976 -5.2707
F 1.0258 1.5891 4.4460
O 5.1949 -3.8005 -7.4447
C -2.7210 -3.5882 0.9484
N -2.1910 1.3460 2.8234
```

The maximum force is 2.96 eV/A. Its energy above the lowest of the compared OMol25 structures with the same formula, charge and spin is 94.08 kJ/mol. Its total charge is -2. The HOMO energy comes out at -1.9 eV. The multiplicity is 1. The calculation puts the frontier orbital gap at 4.1 eV.

---

What is the formula in the fourth record?
C51H38BiBrF6N8O7S